Computed, not measured: C16H32CoNPSi as an isolated structure, with ωB97M-V/def2-TZVPD.

Results
⟨S²⟩   3.783
Kohn-Sham gap (alpha / beta)   6.0 / 8.1 eV
Energy   -73390.450 eV
2S+1   4

```
52
C16H32CoNPSi, DFT ωB97M-V/def2-TZVPD
C -2.792 0.209 -4.052
C -2.583 -1.021 -3.408
C -1.818 -1.083 -2.231
C -1.267 0.074 -1.705
C -1.503 1.306 -2.318
C -2.270 1.385 -3.491
C -1.671 -2.405 -1.532
C -0.242 -2.915 -1.373
N 0.790 -1.858 -1.125
Co -0.115 -0.138 -0.197
C -0.833 2.508 -1.731
P 0.762 1.839 -1.063
H -2.987 -1.935 -3.809
H -2.392 2.342 -3.980
H -3.339 0.241 -4.997
H -1.374 2.896 -0.849
H -0.691 3.303 -2.470
H -2.191 -2.401 -0.556
H -2.178 -3.152 -2.145
H -0.206 -3.618 -0.534
C 1.483 3.243 -0.140
C 1.724 1.973 -2.650
H 0.068 -3.450 -2.285
C 1.358 -1.392 -2.417
C 1.904 -2.434 -0.324
H -0.510 0.881 0.793
H 1.836 -2.258 -2.894
H 0.572 -0.999 -3.077
H 2.112 -0.620 -2.229
H 2.464 -3.174 -0.926
H 2.548 -1.609 -0.022
H 1.501 -2.906 0.588
H 1.754 3.007 -3.030
H 2.756 1.652 -2.466
H 1.310 1.345 -3.452
H 1.631 4.137 -0.775
H 0.816 3.472 0.706
H 2.458 2.887 0.231
H 0.766 -0.010 0.970
C -2.838 -0.903 1.726
Si -0.934 -1.271 1.610
C -0.257 -0.824 3.335
C -1.041 -3.242 1.842
H -2.954 0.181 1.837
H -3.312 -1.372 2.599
H -3.408 -1.204 0.839
H -0.806 -1.311 4.153
H 0.801 -1.104 3.374
H -0.329 0.265 3.422
H -1.544 -3.507 2.783
H -1.573 -3.815 1.073
H -0.064 -3.734 1.904
```

Computed, not measured: a 3-piece molecular cluster, C16H32F4N overall, with ωB97M-V/def2-TZVPD.

Results
Charge   -1
Kohn-Sham gap   6.2 eV
Energy   -29470.984 eV

```
53
C16H32F4N, DFT ωB97M-V/def2-TZVPD
C -1.800 3.504 0.403
C -0.674 2.645 0.405
N 0.541 3.160 -0.174
C 0.952 2.381 -1.283
F 1.999 3.106 -1.927
F 1.530 1.108 -0.946
C -0.169 2.146 -2.388
F -0.286 0.751 -2.596
F 0.268 2.666 -3.640
H -1.645 4.617 0.300
H -2.860 3.134 0.446
H -0.790 1.597 0.833
H -1.151 2.646 -2.179
C 4.448 1.054 0.518
C 3.871 0.916 1.920
C 4.939 0.891 3.015
C 5.919 -0.284 2.943
C 5.277 -1.670 2.982
C 4.524 -1.946 4.278
H 5.085 0.205 0.257
H 3.642 1.099 -0.216
H 5.038 1.970 0.428
H 3.246 0.020 1.974
H 3.206 1.765 2.106
H 4.443 0.892 3.991
H 5.515 1.823 2.970
H 6.627 -0.195 3.775
H 6.520 -0.201 2.030
H 6.067 -2.421 2.873
H 4.605 -1.808 2.131
H 5.191 -1.862 5.141
H 4.115 -2.960 4.268
H 3.690 -1.256 4.416
C -6.601 -1.937 -3.272
C -5.092 -1.798 -3.435
C -4.298 -2.540 -2.359
C -4.525 -2.048 -0.926
C -4.226 -0.568 -0.693
C -2.767 -0.203 -0.940
H -6.947 -1.506 -2.331
H -7.117 -1.417 -4.083
H -6.901 -2.988 -3.301
H -4.820 -0.740 -3.450
H -4.809 -2.202 -4.413
H -3.233 -2.476 -2.602
H -4.552 -3.606 -2.402
H -3.903 -2.648 -0.253
H -5.562 -2.248 -0.633
H -4.472 -0.325 0.347
H -4.872 0.060 -1.314
H -2.105 -0.784 -0.293
H -2.602 0.856 -0.725
H -2.477 -0.377 -1.977
```

Computed, not measured: a 5-piece molecular cluster, C16H32FO12 overall, with ωB97M-V/def2-TZVPD.

Results
Energy relative to the best compared isomer or geometry (same formula, charge and spin)   0.0 kJ/mol
Charge   -1
Kohn-Sham gap   7.2 eV
Energy   -44399.373 eV

```
61
C16H32FO12, DFT ωB97M-V/def2-TZVPD
F 1.568 -1.328 0.072
C -1.382 4.713 -1.726
C -0.765 4.197 -3.029
O 0.098 3.127 -2.680
C 0.914 2.624 -3.598
O 1.017 2.995 -4.738
O 1.664 1.645 -3.106
C 1.674 1.289 -1.724
H -1.860 3.882 -1.202
H -2.247 5.338 -1.948
H -0.563 5.147 -1.152
H -0.243 4.993 -3.551
H -1.643 3.777 -3.528
H 2.637 0.785 -1.652
H 0.922 0.564 -1.418
H 1.706 2.157 -1.064
C -0.607 -1.669 -3.024
C 0.225 -2.486 -4.010
O 1.144 -1.693 -4.741
C 2.379 -1.656 -4.256
O 2.811 -2.129 -3.258
O 3.200 -0.906 -5.015
C 2.800 -0.408 -6.287
H -0.956 -0.721 -3.442
H 0.029 -1.413 -2.173
H -1.455 -2.282 -2.721
H -0.373 -3.070 -4.712
H 0.714 -3.227 -3.371
H 2.148 -1.016 -6.907
H 3.759 -0.235 -6.783
H 2.399 0.599 -6.134
C 0.399 -3.818 8.134
C -0.208 -2.658 7.327
O 0.709 -2.171 6.377
C 0.495 -2.310 5.081
O -0.485 -2.759 4.549
O 1.566 -1.850 4.443
C 1.616 -2.014 3.013
H 0.525 -4.678 7.478
H -0.260 -4.024 8.978
H 1.381 -3.593 8.554
H -0.477 -1.818 7.970
H -1.110 -3.031 6.838
H 2.448 -1.412 2.661
H 0.749 -1.547 2.550
H 1.695 -3.065 2.751
C -0.268 2.691 1.611
C -0.284 1.169 1.475
O -1.571 0.669 1.830
C -2.547 0.785 0.964
O -2.502 1.327 -0.109
O -3.633 0.214 1.482
C -4.672 -0.067 0.587
H 0.774 2.988 1.495
H -0.643 2.961 2.601
H -0.924 3.141 0.869
H 0.545 0.725 2.018
H -0.082 0.923 0.432
H -4.475 -0.922 -0.063
H -4.848 0.765 -0.104
H -5.626 -0.215 1.086
```

Computed, not measured: C16H32N4O6S2 as an isolated structure, with ωB97M-V/def2-TZVPD.

Results
Energy relative to the best compared isomer or geometry (same formula, charge and spin)   369.6 kJ/mol
Kohn-Sham gap   5.9 eV
Energy   -57019.471 eV

```
60
C16H32N4O6S2, DFT ωB97M-V/def2-TZVPD
C 4.717 -0.701 1.902
C 4.381 -0.052 0.477
C 3.879 1.467 0.516
C 3.036 1.859 1.814
O 2.468 3.197 1.655
S 1.797 3.744 3.093
O 1.947 2.745 4.233
O 2.599 4.967 3.514
N 0.183 4.227 2.828
S -0.885 2.892 2.814
O -0.229 1.543 2.625
O -1.803 2.935 4.027
C -2.043 3.102 1.348
C -2.741 1.715 0.932
N -3.884 1.328 1.839
C -3.887 -0.166 1.850
C -5.219 -0.828 2.463
C -5.136 1.888 1.297
C -5.780 1.476 -0.128
O -5.781 2.727 1.984
H 5.770 -0.384 2.250
H 3.925 -0.546 2.702
H 4.785 -1.844 1.744
H 5.376 -0.046 -0.114
H 3.689 -0.747 -0.135
H 3.170 1.599 -0.389
H 4.723 2.219 0.375
H 2.162 1.138 1.933
H 3.756 1.820 2.709
H -1.440 3.444 0.426
H -2.829 3.897 1.599
H -3.084 1.861 -0.164
H -2.024 0.830 0.915
H -3.701 -0.607 0.795
H -2.993 -0.519 2.487
H -4.868 -1.583 3.258
H -5.750 -1.372 1.596
H -5.902 -0.093 3.004
H -6.798 1.994 -0.190
H -5.140 1.906 -0.981
H -5.889 0.339 -0.206
C 0.000 -5.000 -4.298
C 0.712 -4.703 -2.991
N 1.448 -3.434 -3.051
C 2.809 -3.279 -2.878
C 3.073 -1.952 -3.009
N 1.869 -1.327 -3.254
C 0.893 -2.238 -3.263
C 1.670 0.103 -3.474
H 0.712 -5.038 -5.126
H -0.518 -5.958 -4.241
H -0.737 -4.227 -4.529
H 1.416 -5.505 -2.760
H -0.003 -4.638 -2.167
H 3.421 -4.142 -2.681
H 3.973 -1.365 -2.958
H -0.156 -2.040 -3.423
H 0.988 0.490 -2.716
H 1.245 0.254 -4.468
H 2.623 0.628 -3.405
```

Computed, not measured: C16H32O2P2Pt as an isolated structure, with ωB97M-V/def2-TZVPD.

Results
Energy relative to the best compared isomer or geometry (same formula, charge and spin)   300.6 kJ/mol
⟨S²⟩   2.007
Kohn-Sham gap (alpha / beta)   2.9 / 6.3 eV
Energy   -43023.771 eV
2S+1   3

```
53
C16H32O2P2Pt, DFT ωB97M-V/def2-TZVPD
P 1.056 -0.283 -2.950
P 1.610 -1.983 1.812
C 2.805 -2.930 -0.824
C 1.584 -2.534 0.024
H 3.721 -2.954 -0.228
H 2.639 -3.945 -1.225
H 0.993 -1.815 -0.571
H 0.974 -3.449 0.091
C 3.232 -2.145 2.541
H 3.146 -2.735 3.465
H 3.636 -1.154 2.785
H 3.932 -2.665 1.876
C 0.329 -2.596 2.879
H 0.687 -3.526 3.333
H -0.579 -2.788 2.292
H 0.134 -1.845 3.655
C 1.548 1.309 -3.703
H 0.663 1.947 -3.824
H 2.034 1.141 -4.672
H 2.272 1.791 -3.032
C 0.025 -1.067 -4.244
H -0.384 -2.000 -3.836
H 0.656 -1.321 -5.106
H -0.790 -0.398 -4.551
Pt 3.500 -2.140 -2.817
C 4.894 -3.560 -2.858
C 5.366 -2.395 -2.101
C 6.360 -1.421 -2.688
C 5.824 -0.692 -3.946
C 4.322 -0.815 -4.116
C 3.730 -1.944 -4.820
C 4.608 -3.041 -5.369
C 5.385 -3.833 -4.267
C -0.072 0.194 -1.603
H 4.623 -4.438 -2.257
H 5.475 -2.530 -1.017
H 7.320 -1.919 -2.885
H 6.560 -0.665 -1.917
H 6.056 0.377 -3.844
H 6.337 -1.030 -4.854
H 3.799 0.141 -4.232
H 2.806 -1.731 -5.376
H 5.299 -2.632 -6.119
H 3.958 -3.743 -5.910
H 5.223 -4.903 -4.453
H 6.463 -3.652 -4.343
H -0.802 -0.603 -1.421
H -0.586 1.121 -1.885
H 0.502 0.359 -0.680
O 1.240 1.757 2.093
C 1.340 0.634 2.480
O 1.310 -0.418 1.542
H 1.453 0.193 3.496
```

Computed, not measured: one molecule with the formula C16H32O3S2, with ωB97M-V/def2-TZVPD.

Results
Energy relative to the best compared isomer or geometry (same formula, charge and spin)   4.1 kJ/mol
Kohn-Sham gap   9.7 eV
Structure (SMILES)   CCCCCCCCCCCCS[C@H]1CS(=O)(=O)C[C@@H]1O
Energy   -44924.312 eV

```
53
C16H32O3S2, DFT ωB97M-V/def2-TZVPD
C 0.534 -2.708 -0.599
C -0.832 -2.310 -0.052
C -1.972 -2.832 -0.923
C -3.371 -2.573 -0.358
C -3.777 -1.093 -0.319
C -3.548 -0.438 1.042
C -3.974 1.032 1.094
C -3.281 1.945 0.079
C -1.757 1.882 0.146
C -1.104 2.903 -0.785
C 0.375 2.612 -1.045
C 1.224 2.727 0.211
H 0.905 2.039 0.992
H 1.202 3.744 0.601
S 2.987 2.382 -0.123
C 2.966 0.544 -0.119
C 3.944 -0.008 -1.137
H 3.561 -0.877 -1.665
H 4.295 0.742 -1.839
S 5.377 -0.562 -0.141
O 6.618 -0.067 -0.654
O 5.255 -1.989 0.049
C 4.858 0.232 1.412
H 5.149 1.277 1.394
C 3.357 0.034 1.293
O 2.987 -1.301 1.475
H 3.648 -1.872 1.041
H 2.807 0.608 2.048
H 5.290 -0.294 2.257
H 1.941 0.237 -0.338
H 0.759 3.314 -1.787
H 0.471 1.606 -1.462
H -1.624 2.887 -1.746
H -1.212 3.907 -0.369
H -1.427 0.884 -0.149
H -1.437 2.053 1.175
H -3.602 2.973 0.268
H -3.607 1.686 -0.930
H -3.773 1.409 2.100
H -5.052 1.095 0.929
H -4.129 -0.982 1.791
H -2.500 -0.523 1.329
H -4.839 -1.004 -0.560
H -3.224 -0.556 -1.091
H -4.082 -3.116 -0.985
H -3.437 -2.996 0.647
H -1.899 -2.385 -1.918
H -1.846 -3.911 -1.042
H -0.882 -1.222 0.008
H -0.942 -2.704 0.961
H 1.322 -2.351 0.060
H 0.685 -2.291 -1.593
H 0.615 -3.791 -0.671
```

Computed, not measured: C16H33ClCoP2 as an isolated structure, with ωB97M-V/def2-TZVPD.

Results
Energy relative to the best compared isomer or geometry (same formula, charge and spin)   297.1 kJ/mol
⟨S²⟩   3.773
Kohn-Sham gap (alpha / beta)   3.8 / 6.1 eV
Energy   -85846.068 eV
2S+1   4

```
53
C16H33ClCoP2, DFT ωB97M-V/def2-TZVPD
P -1.382 0.243 2.642
P -0.289 -2.790 -0.816
C -0.695 -0.066 0.958
C -0.865 -1.098 -0.212
H 0.357 0.286 1.148
H -1.178 0.851 0.579
H -1.919 -1.538 -0.118
H -0.891 -0.453 -1.141
C 1.393 -3.046 -1.521
H 1.485 -4.130 -1.591
H 2.195 -2.676 -0.850
H 1.491 -2.657 -2.554
C -1.357 -3.033 -2.341
H -0.881 -2.778 -3.305
H -2.314 -2.491 -2.275
H -1.587 -4.111 -2.366
C -0.194 1.069 3.731
H -0.503 0.889 4.780
H -0.301 2.152 3.520
H 0.854 0.728 3.614
C -2.668 1.479 2.418
H -3.288 1.256 1.536
H -2.180 2.464 2.358
H -3.299 1.444 3.314
Co 2.460 -0.535 -0.206
C 0.671 0.755 -2.472
C 1.751 0.279 -1.775
C 2.958 1.199 -1.418
C 2.612 2.392 -0.559
C 1.354 2.219 0.249
C 0.138 2.625 -0.193
C -0.237 3.006 -1.612
C 0.386 2.202 -2.766
C -1.994 -1.312 3.245
H -0.031 0.065 -2.970
H 2.077 -0.802 -1.922
H 3.509 1.570 -2.299
H 3.662 0.542 -0.857
H 3.425 2.563 0.158
H 2.518 3.289 -1.165
H 1.496 2.101 1.344
H -0.619 2.956 0.558
H -0.075 4.077 -1.812
H -1.324 2.916 -1.678
H -0.332 2.234 -3.607
H 1.262 2.744 -3.145
H -2.531 -1.869 2.425
H -2.702 -1.033 4.064
H -1.081 -1.825 3.616
Cl 1.798 -1.569 1.747
C -0.925 -4.028 0.224
H -0.293 -4.853 0.671
H -1.915 -3.899 0.645
```

Computed, not measured: C16H33ClP2Pd as an isolated structure, with ωB97M-V/def2-TZVPD.

Results
Energy relative to the best compared isomer or geometry (same formula, charge and spin)   313.1 kJ/mol
Charge   +2
⟨S²⟩   6.117
Kohn-Sham gap (alpha / beta)   5.7 / 6.0 eV
Energy   -51680.333 eV
2S+1   5

```
53
C16H33ClP2Pd, DFT ωB97M-V/def2-TZVPD
P 0.558 2.077 -0.302
P -1.655 -0.912 0.218
C -1.244 2.047 -0.055
C -1.752 0.912 0.873
H -1.755 2.064 -1.044
H -1.494 3.021 0.408
H -1.291 0.998 1.872
H -2.837 1.037 1.041
C -2.810 -0.800 -1.181
H -3.175 -1.807 -1.399
H -2.303 -0.370 -2.045
H -3.647 -0.154 -0.904
C -2.973 -1.520 1.514
H -3.746 -0.759 1.482
H -2.452 -1.558 2.485
H -3.524 -2.444 1.196
C 1.120 3.283 -1.710
H 2.142 3.648 -1.506
H 0.451 4.143 -1.678
H 1.103 2.835 -2.721
C 0.813 3.821 0.665
H 0.499 3.769 1.718
H 0.216 4.611 0.178
H 1.873 4.125 0.654
Pd -1.620 -2.954 1.018
C 0.374 -0.470 -1.003
C 0.817 0.778 -1.612
C 2.242 0.508 -2.139
C 3.285 0.860 -1.019
C 2.728 1.748 0.037
C 1.717 1.405 1.012
C 1.335 -0.069 1.295
C 1.237 -1.024 0.121
C -0.149 -3.946 2.264
H 0.090 -1.232 -1.755
H 0.132 1.075 -2.422
H 2.462 1.019 -3.088
H 2.348 -0.556 -2.403
H 3.628 -0.083 -0.556
H 4.136 1.358 -1.537
H 3.289 2.653 0.255
H 1.679 1.991 1.961
H 0.376 -0.091 1.830
H 2.044 -0.467 2.026
H 2.214 -1.324 -0.270
H 0.818 -1.965 0.522
H -0.662 -4.914 2.575
H -0.206 -3.319 3.178
H 0.872 -4.048 1.874
Cl -0.663 -4.247 -1.294
C -1.958 -4.636 -0.210
H -2.907 -4.536 -0.733
H -1.778 -5.575 0.314
```

Computed, not measured: C16H33KN2O2P2 as an isolated structure, with ωB97M-V/def2-TZVPD.

Results
Charge   +2
Kohn-Sham gap   7.9 eV
Energy   -59094.359 eV

```
56
C16H33KN2O2P2, DFT ωB97M-V/def2-TZVPD
K 0.544 -0.060 0.126
N 2.659 0.496 4.301
C 1.198 0.705 4.625
P 0.348 1.051 3.050
O 1.284 1.953 2.286
O -0.109 -0.201 2.381
C -1.078 2.084 3.505
N -1.528 2.751 2.221
H 2.825 -0.399 3.837
H 3.237 0.512 5.144
H 2.967 1.244 3.665
H 1.173 1.581 5.274
H 0.835 -0.169 5.159
H -0.786 2.891 4.175
H -1.923 1.534 3.911
H -2.227 3.477 2.394
H -1.940 2.087 1.561
H -0.725 3.182 1.741
C -1.972 4.339 -1.508
C -0.455 4.177 -1.648
C 0.054 5.011 -2.829
C 0.221 4.738 -0.392
P -0.048 2.356 -1.687
C 1.747 2.327 -2.082
C 2.626 2.049 -1.029
C 4.004 2.024 -1.222
C 4.526 2.264 -2.482
C 3.670 2.545 -3.542
C 2.299 2.582 -3.341
C -0.940 1.444 -3.066
C -0.105 0.193 -3.383
C -1.228 2.194 -4.367
C -2.281 0.969 -2.482
H -2.209 5.380 -1.275
H -2.383 3.713 -0.705
H -2.507 4.081 -2.422
H -0.237 6.055 -2.676
H -0.358 4.698 -3.782
H 1.142 4.987 -2.896
H -0.049 5.791 -0.274
H 1.308 4.672 -0.437
H -0.082 4.209 0.519
H 2.233 1.906 -0.025
H 4.669 1.821 -0.393
H 5.596 2.240 -2.644
H 4.074 2.741 -4.527
H 1.658 2.818 -4.180
H 0.839 0.424 -3.871
H -0.677 -0.473 -4.033
H 0.124 -0.380 -2.478
H -0.330 2.558 -4.863
H -1.902 3.036 -4.215
H -1.725 1.510 -5.061
H -2.148 0.349 -1.590
H -2.808 0.360 -3.221
H -2.938 1.797 -2.214
```